{"formula": "C44H113N7O16", "method": "ωB97M-V/def2-TZVPD", "elements": ["H", "H", "O", "H", "C", "H", "O", "H", "H", "O", "C", "C", "C", "H", "C", "O", "H", "H", "H", "C", "N", "C", "H", "C", "H", "H", "C", "C", "H", "C", "H", "C", "O", "O", "H", "H", "H", "C", "H", "C", "H", "H", "H", "H", "H", "H", "H", "H", "C", "H", "N", "H", "H", "H", "C", "H", "C", "C", "H", "H", "H", "O", "O", "C", "C", "H", "N", "H", "H", "H", "O", "H", "H", "H", "H", "H", "H", "C", "H", "H", "C", "H", "H", "H", "O", "H", "H", "H", "H", "N", "H", "H", "H", "H", "H", "H", "H", "H", "H", "O", "H", "H", "H", "O", "H", "H", "H", "H", "H", "H", "H", "C", "C", "H", "C", "C", "H", "H", "H", "C", "H", "H", "H", "C", "H", "H", "H", "N", "H", "H", "H", "N", "H", "C", "C", "H", "H", "H", "H", "C", "C", "H", "H", "O", "O", "H", "H", "H", "O", "C", "C", "H", "H", "H", "C", "H", "C", "C", "H", "H", "H", "H", "C", "H", "H", "N", "H", "C", "H", "C", "C", "H", "H", "O", "C", "H", "H", "C", "C", "H"], "xyz": [[-3.807, 13.323, 4.706], [-1.405, -1.850, 7.556], [-2.525, -1.626, 1.994], [1.426, 5.913, 3.453], [5.418, -7.809, -5.216], [10.058, 2.553, 3.183], [2.773, 5.103, -2.943], [-0.432, -2.343, 6.125], [4.684, -2.229, 1.453], [-8.799, 9.344, 2.477], [-3.784, -2.134, 2.435], [-7.271, 8.698, 4.258], [1.122, 0.612, 1.006], [4.534, -0.777, 2.459], [2.555, 7.637, 1.683], [-5.345, 7.250, -2.790], [2.962, -7.272, -5.704], [-8.102, -11.386, -1.177], [-7.983, 7.420, 2.619], [14.482, -1.166, 2.587], [3.675, 6.732, -0.305], [-2.900, -5.874, -5.462], [13.210, -2.898, -0.899], [-9.481, 2.712, -1.110], [-6.021, 2.502, -4.147], [11.266, 3.745, 3.381], [-6.358, 12.300, 4.955], [-7.098, -11.228, -0.781], [0.812, -6.121, -5.231], [-4.132, -11.995, -0.604], [-1.326, 1.523, 1.448], [0.329, -4.614, -3.908], [1.459, 6.747, 1.510], [-0.040, -0.482, 6.885], [-2.326, 0.064, 3.194], [-3.344, 0.328, 1.794], [2.095, -7.038, 2.896], [13.795, -2.057, 1.636], [3.146, 3.886, -4.670], [-5.292, -12.345, 0.393], [10.836, 3.256, 1.709], [-3.971, 8.323, -1.739], [14.751, 0.710, 4.436], [-5.339, 7.813, -0.743], [-6.922, 8.669, 2.011], [-1.002, -15.672, -4.605], [-5.020, 14.370, 3.950], [12.736, -0.185, 2.449], [2.911, 3.811, -3.609], [3.244, 7.246, 2.431], [0.046, -0.028, 1.851], [-5.106, -13.352, 0.765], [-1.428, -5.712, -3.180], [-4.447, 5.688, -1.710], [-1.266, 0.438, 1.356], [-3.480, -6.192, -4.596], [-0.418, -1.845, 7.095], [2.075, -6.678, 1.867], [5.271, -8.534, -4.415], [0.290, -2.333, 7.765], [2.660, 8.528, -0.306], [13.148, -1.393, 0.511], [11.948, 1.924, 2.702], [-4.473, 6.099, -2.719], [-4.937, 4.983, -3.698], [2.895, 6.101, -0.186], [1.178, -5.762, -4.361], [4.763, 7.564, -2.080], [-5.871, 10.160, 3.682], [-3.831, -13.964, -1.203], [-6.659, -12.368, -0.083], [2.995, -5.018, -3.736], [-3.817, -14.078, -3.926], [-8.117, 8.795, 4.938], [-2.304, -13.358, -4.496], [11.839, -2.979, 0.105], [-3.464, 6.470, -2.899], [-5.052, 8.189, -1.725], [-2.631, -16.230, -4.384], [4.534, 5.963, -3.466], [-1.190, -5.016, -3.985], [-3.896, -2.010, 3.512], [0.565, -3.733, -4.505], [2.192, 8.579, 2.095], [4.687, -6.601, -4.885], [4.880, -0.572, 0.785], [0.071, -1.019, 1.662], [0.519, -4.369, -2.864], [-4.655, -1.691, 1.952], [13.426, -0.348, 3.168], [-1.796, -4.140, -3.756], [-10.487, 2.528, -1.488], [6.451, -7.513, -5.397], [-6.631, 7.885, 4.600], [-2.050, -12.503, -2.090], [-2.927, -6.581, -6.291], [-9.054, 1.793, -0.710], [-3.912, 13.466, 2.934], [3.138, 0.953, 1.059], [-8.633, 3.233, -2.147], [-3.815, -3.203, 2.225], [4.903, -8.249, -6.070], [1.489, -7.294, 0.073], [-1.507, -5.565, -5.263], [13.025, -2.594, 2.189], [-8.472, 9.577, 0.435], [-6.961, 1.953, -2.007], [-4.147, 4.244, -3.838], [13.161, 2.813, 4.240], [-0.052, 5.654, 2.512], [-9.644, 3.428, -0.304], [-7.282, 11.045, 4.828], [-2.455, -0.196, 2.143], [-8.162, 11.294, 4.234], [-7.718, 8.472, 2.729], [13.968, 0.904, 3.703], [1.385, -5.844, 1.739], [-7.348, 3.560, -4.519], [3.143, -7.476, -3.968], [10.982, 2.915, 2.734], [-6.477, -10.914, -1.620], [12.094, 1.503, 4.689], [-5.130, 5.433, -4.672], [-4.486, 13.425, 3.860], [-5.801, 12.326, 5.891], [-4.317, -11.001, -1.012], [-3.169, -11.931, -0.096], [-6.446, 9.919, 4.477], [1.919, 3.363, -3.554], [-0.121, -0.300, 5.946], [0.978, 1.689, 0.916], [-4.031, -13.048, -1.579], [4.459, 4.940, -2.014], [4.321, -1.201, 1.478], [-6.745, 3.180, -3.694], [14.434, -2.870, 1.290], [-6.679, 5.005, -2.763], [-8.141, 1.557, -3.377], [-7.804, 10.805, 5.754], [-1.744, -15.905, -3.841], [-2.830, -13.734, -3.618], [15.070, -1.707, 3.329], [4.115, 8.611, 0.703], [-2.150, -14.828, -3.009], [-5.505, 12.388, 3.866], [-5.281, -11.640, 1.225], [3.656, 3.189, -3.112], [3.041, -6.349, 1.484], [1.675, -7.721, 0.913], [-3.020, -12.610, -2.576], [3.956, 5.730, -2.572], [1.061, 0.256, -0.023], [-1.349, 0.209, 0.294], [0.395, 7.231, 3.170], [2.524, -5.467, -4.611], [-5.582, 9.123, -1.913], [12.492, -2.257, -0.386], [-9.192, 9.229, 1.176], [2.710, -4.734, -5.396], [-7.063, -10.385, -0.091], [-3.345, -11.695, -3.070], [-10.179, 9.673, 1.044], [3.296, 7.969, 0.380], [2.650, 0.537, 2.649], [15.249, -0.640, 2.019], [-6.027, 4.276, -3.016], [-6.956, 13.207, 5.038], [0.781, 6.336, 2.682], [2.993, 7.570, -2.187], [-7.652, 2.317, -2.768], [3.290, -6.777, -4.791], [-1.301, -16.727, -3.278], [14.505, 1.362, 2.872], [2.955, -1.004, 1.238], [2.480, 0.277, 1.604], [11.908, -1.658, -1.085], [-3.433, -4.964, -5.737], [12.788, 1.841, 3.919], [3.855, 7.044, -1.776], [-9.485, 8.200, 0.967]], "forces_ev_per_a": [[0.0, -0.1, 0.1], [-0.1, -0.3, 0.0], [-0.6, 1.0, -0.3], [0.5, -0.4, -0.2], [-1.8, 1.1, 0.4], [-0.4, -0.2, -0.2], [-1.7, -0.7, -0.8], [-0.1, -0.4, 0.2], [-0.6, 0.0, -0.2], [0.7, 0.0, 1.1], [0.5, -0.3, 0.2], [1.3, 0.7, -1.6], [-0.7, -1.7, 1.5], [0.4, -0.2, 0.4], [-0.4, 0.3, 0.4], [-0.1, -0.3, 0.8], [-0.3, -0.2, -0.3], [0.0, -0.2, 0.3], [-0.4, -0.2, -0.2], [-0.4, 0.8, -0.5], [1.1, 1.6, -1.3], [0.6, 1.0, -0.3], [0.2, 0.2, -0.4], [0.4, -0.2, -0.7], [0.2, -0.1, 0.1], [0.3, 0.4, -0.2], [-0.8, 0.3, 1.1], [0.5, 0.4, 0.4], [-0.7, -0.1, 0.0], [-1.5, -1.1, 1.3], [0.0, 0.0, 0.2], [-0.6, -1.5, -0.8], [0.1, -0.7, -0.8], [0.2, -0.1, 0.1], [0.0, -0.1, 0.3], [-0.4, -0.4, -0.1], [0.0, -0.2, -0.4], [-1.1, -2.2, -1.2], [0.3, 0.4, 0.0], [0.0, 0.6, -0.3], [-0.2, 0.1, 0.1], [0.1, 0.5, 0.2], [-0.7, 0.2, 0.7], [-0.1, -0.2, 0.0], [0.4, 0.1, 0.1], [0.2, 0.7, 0.0], [0.2, 0.3, 0.1], [0.0, 0.5, 0.0], [-0.5, 1.3, 0.7], [0.2, -0.3, 0.0], [-0.1, 1.4, -1.0], [-0.1, 0.0, 0.1], [0.2, -0.5, 0.0], [-0.3, -0.1, 0.2], [-0.2, -1.3, 0.7], [0.6, -0.7, 0.4], [-0.1, 0.6, -0.3], [-0.2, -0.3, -2.2], [0.5, -0.1, 0.3], [0.1, 0.1, -0.1], [-0.3, 0.5, 0.2], [0.8, 0.3, 1.2], [2.5, -0.7, 0.9], [-0.2, 0.3, -0.4], [0.3, 0.0, 1.2], [-0.2, -0.2, -0.3], [-2.2, 0.3, 0.6], [0.1, 0.3, 0.9], [0.0, -0.1, -0.1], [0.3, 0.2, 0.2], [0.9, -0.6, -0.7], [-0.1, 0.2, 0.3], [-0.2, 0.0, -0.2], [-0.2, -0.3, -0.3], [0.3, 0.0, -0.1], [-0.4, 0.2, 0.4], [0.3, -0.2, -0.4], [0.2, -0.9, -1.0], [-0.1, -0.5, -0.1], [0.3, -0.1, -0.3], [0.9, 0.4, -0.2], [0.0, 0.1, 0.2], [-0.3, 0.3, -0.2], [-0.2, 0.3, 0.1], [1.0, 0.4, -0.3], [0.4, -0.1, -0.3], [0.2, -0.3, 0.1], [0.2, -0.1, 0.0], [0.1, 0.3, -0.3], [1.3, -0.3, 1.0], [-0.1, 0.4, -0.3], [0.0, -0.3, -0.3], [-0.2, -0.3, 0.0], [-0.3, -0.4, -0.2], [0.3, 0.5, 0.0], [-0.2, 0.0, 0.3], [-0.1, -0.1, 0.2], [-0.3, -0.6, 0.0], [0.4, 0.6, 0.0], [0.6, -0.6, -0.3], [0.2, 0.0, -0.1], [0.5, -0.1, -0.5], [0.0, 0.1, 0.0], [-0.5, -0.2, 0.7], [-0.4, 0.0, 0.1], [0.1, 0.1, 0.0], [-0.4, -0.5, 0.3], [0.4, 0.2, 0.0], [-0.1, 0.4, -0.3], [0.3, 0.1, -0.6], [0.6, 0.2, -0.1], [0.8, 1.3, 0.5], [1.1, 0.3, -0.5], [0.3, -0.1, -1.1], [0.2, 0.4, 2.7], [-1.3, -0.2, -2.5], [-0.1, 0.1, 0.5], [-0.2, 0.1, -0.2], [-0.7, 0.1, 0.3], [-0.3, 0.4, 0.5], [0.3, -0.4, -0.2], [0.2, -0.3, 0.3], [-0.4, 0.0, -0.2], [-1.6, -0.2, 0.8], [0.3, -0.6, 0.2], [0.0, -0.2, -0.6], [0.0, 0.3, 0.8], [-1.3, -0.5, -0.1], [0.1, -0.1, 0.2], [0.0, 0.1, 0.0], [0.0, 0.1, 0.6], [0.1, 1.6, -2.1], [0.9, 0.4, 0.4], [0.2, 1.5, 0.6], [-0.2, 0.4, 0.0], [0.4, 0.1, -0.4], [-0.5, -0.2, 0.2], [0.0, -0.2, 0.3], [0.5, 0.2, 0.7], [-0.8, 0.4, -0.5], [-0.2, 0.0, 0.2], [-0.4, -0.4, 0.2], [0.4, -0.2, -0.3], [0.9, 0.1, 0.5], [1.6, -0.1, -1.7], [0.3, 0.1, 0.2], [0.0, 0.0, 0.1], [0.3, 0.2, 0.8], [0.0, 0.1, 1.2], [-0.3, -2.5, 0.0], [1.0, -0.6, -0.2], [0.2, -0.3, -0.2], [-0.3, -0.1, -0.3], [-0.4, 0.2, 0.1], [2.4, 0.1, 1.1], [0.1, -0.1, -0.2], [0.3, -0.5, 0.3], [-1.8, -0.7, -1.2], [0.1, -0.1, -0.6], [-0.4, 0.4, 0.1], [0.0, 0.0, 0.1], [0.3, 0.9, 0.0], [-1.0, -1.1, 0.6], [-0.6, -0.4, 0.3], [0.1, 0.8, -0.1], [-0.5, -0.1, 0.0], [-0.5, 0.2, -0.2], [0.4, 1.2, 0.7], [-0.1, 0.4, 0.0], [0.1, 2.5, 0.4], [0.7, -0.6, -0.5], [-0.4, 0.3, 0.5], [0.5, 0.4, -0.2], [-1.4, -1.4, 0.1], [1.3, 1.1, -1.8], [0.2, 0.0, 0.1], [0.1, 0.2, -0.4], [-1.0, 0.0, 0.3], [-0.9, -2.6, 0.4], [0.6, -0.6, -0.3]], "fmax_ev_per_a": 2.80, "smiles": "COCCNCCOC.COCCNCCOC.COCCNCCOC.COCCNCCOC.COCCNCCOC.COCCNCCOC.COCCNCCOC.CO.CO", "multiplicity": 1, "homo_energy_ha": -0.3113, "lumo_energy_ha": 0.0084, "homo_lumo_gap_ev": 8.698}